(1)
Computed, not measured: a single C19H30N2O4S molecule at a distorted geometry, with the ωB97M-V functional and the def2-TZVPD basis.

The value obtained for the molar mass is 382.5 g mol⁻¹. Its net charge is 0. The calculation puts the HOMO-LUMO gap at 8.782 eV. Its SMILES is CCOc1ccc(N([C@H](C)C(=O)NC2CCCCCC2)S(C)(=O)=O)cc1. For the highest occupied orbital energy, the calculation gives -8.27 eV. Its LUMO energy is 0.508 eV. The calculation puts the max |F| at 1.0 eV/Å. For the total energy, the calculation gives -42195.51013 eV. As for the energy above the lowest of the compared OMol25 structures with the same formula, charge and spin: 0.6302 eV.

```
56
Properties=species:S:1:pos:R:3:forces:R:3:lowdin_charge:R:1
H -2.2683 2.2004 -1.8620 -0.14 -0.05 -0.05 0.057
H 0.0590 3.1073 1.5050 -0.02 0.09 0.07 0.073
C 5.1150 0.4652 -1.0434 -0.18 -0.20 -0.25 -0.196
O -5.7241 -1.5399 -0.7190 0.26 0.03 -0.18 -0.051
H -6.8577 0.5628 0.6500 0.00 0.10 0.05 0.066
H 1.0963 -0.3722 -0.2225 0.00 -0.09 0.15 0.118
C -4.5488 -0.9338 -0.3985 0.19 0.06 -0.09 -0.269
N 1.7212 -0.1841 0.5472 0.11 -0.22 -0.25 0.098
C -2.9832 0.2052 1.0355 0.34 0.11 -0.11 -0.008
S -0.0780 1.6819 -1.0477 -0.71 0.60 -0.43 0.638
C -4.2242 -0.3763 0.8318 -0.30 -0.20 -0.07 -0.012
H -7.8954 0.0516 -0.6809 -0.06 0.04 -0.07 0.079
C 3.2962 -1.9591 0.0247 0.16 -0.03 0.26 -0.148
C 4.6452 -2.5313 0.4677 0.00 0.08 -0.07 -0.199
N -0.7617 0.8127 0.2081 0.61 0.56 -0.55 -0.159
H 4.7832 -3.4909 -0.0364 0.02 -0.04 0.07 0.107
C 5.8119 -0.8918 -1.1470 0.21 0.22 0.21 -0.204
H 3.1457 0.0068 -1.8012 -0.06 -0.01 -0.05 0.119
C 3.1283 -0.4606 0.2940 -0.08 -0.09 -0.04 -0.290
H -2.7745 0.6347 2.0021 0.04 0.08 0.10 0.107
C 1.3263 0.6612 1.5158 -0.40 -0.45 0.07 -0.470
H 6.7482 -2.2665 0.2228 0.02 0.06 0.09 0.104
H -1.0289 3.3423 -2.4402 0.16 0.02 -0.14 0.072
H 4.6141 -2.7312 1.5409 -0.03 -0.09 0.01 0.108
H 0.0457 2.3916 3.1141 -0.02 0.07 0.05 0.086
H 2.5088 -2.4997 0.5553 -0.01 0.01 -0.07 0.114
H 3.2150 1.4080 -0.7416 0.00 -0.05 -0.05 0.106
O 0.9890 2.4722 -0.5199 -0.04 0.26 0.30 -0.268
C 5.8561 -1.6363 0.1891 -0.02 -0.21 -0.15 -0.208
C -0.4169 2.3584 2.1316 0.06 -0.22 0.13 -0.029
H 5.9573 -0.9009 0.9889 0.08 0.03 0.06 0.106
C -1.4046 2.7912 -1.5877 0.59 -0.62 0.30 -0.087
H -3.8378 -1.3460 -2.3644 -0.02 -0.06 -0.13 0.123
H -1.6184 -0.3398 -1.9957 -0.01 -0.10 -0.08 0.100
H -1.4792 2.5758 2.2206 -0.11 -0.01 0.01 0.075
H 3.6517 -0.1689 1.2088 -0.01 -0.04 -0.08 0.150
C 3.5992 0.3958 -0.8856 0.22 0.21 0.30 -0.147
H -8.3578 -0.3128 0.9874 -0.10 0.02 0.08 0.077
O 0.2431 0.7898 -2.1250 -0.20 -0.14 -0.13 -0.292
H 3.1483 -2.1399 -1.0417 -0.06 -0.03 -0.07 0.112
H -6.4266 -1.8744 1.2024 -0.01 -0.04 -0.11 0.116
C -2.3514 -0.3371 -1.2061 -0.15 -0.15 0.08 -0.029
H 6.8384 -0.7144 -1.4777 -0.03 -0.06 -0.07 0.105
C -6.7851 -1.5603 0.2144 -0.38 0.12 0.23 -0.248
C -2.0270 0.2349 0.0264 -0.70 -0.42 -0.24 -0.261
H -0.6352 0.2077 2.1734 0.06 0.07 -0.23 0.159
C -3.5895 -0.9022 -1.4136 -0.24 0.02 0.15 0.016
H -7.4626 -2.3304 -0.1649 0.11 0.06 0.13 0.123
O 2.0506 1.0688 2.3976 0.16 0.30 0.28 0.081
H 5.3313 1.0431 -1.9451 0.03 0.08 0.04 0.109
H -1.6244 3.4602 -0.7665 -0.04 0.09 0.18 0.069
C -7.5202 -0.2255 0.3010 0.31 -0.28 -0.11 -0.064
C -0.1853 0.9740 1.5289 0.45 0.52 0.53 -0.269
H 5.3280 -1.5069 -1.9066 0.01 -0.07 -0.15 0.113
H -4.9239 -0.3810 1.6524 -0.09 -0.01 0.04 0.107
H 5.5377 1.0109 -0.1969 0.06 0.06 0.01 0.115
```
Forces are in eV/Å.



(2)
Computed, not measured: a molecular structure, C19H30N3O2 at a distorted geometry, with the ωB97M-V functional and the def2-TZVPD basis.

The value obtained for the molar mass is 332.5 g mol⁻¹. Its net charge is +1. The calculation puts the HOMO-LUMO gap at 8.325 eV. For the highest occupied orbital energy, the calculation gives -10.65 eV. Its LUMO energy is -2.325 eV. The calculation puts the max |F| at 12.9 eV/Å. For the total energy, the calculation gives -28733.58954 eV. As for the energy above the lowest of the compared OMol25 structures with the same formula, charge and spin: 16.6001 eV.

```
54
Properties=species:S:1:pos:R:3:forces:R:3:lowdin_charge:R:1
H 5.4347 -0.0472 -0.7840 2.71 1.36 -0.93 0.066
H -3.7693 0.9149 1.8904 0.33 0.40 0.07 0.103
H -6.0535 1.7776 1.5409 0.58 -0.81 -0.77 0.149
H -2.4620 -0.9379 2.2981 -2.18 -0.93 6.81 0.097
C 2.4506 -1.0402 -0.0158 0.50 -1.69 -1.31 -0.102
H -4.0395 0.7542 -2.1747 -0.17 -3.07 0.47 0.171
H -6.2864 -0.6692 -2.2238 -0.58 2.27 0.47 0.135
H -3.7661 1.5420 0.0809 -0.41 -1.71 2.26 0.167
H -1.1401 0.8152 0.3052 -1.24 -2.28 3.09 0.198
H 5.8982 -2.3263 -0.8047 -2.30 -1.44 2.45 0.155
H 2.8477 2.1456 2.1894 -0.09 0.46 -3.07 0.185
C 1.2198 2.7702 -0.8140 -1.78 -8.30 5.84 -0.045
H -5.8421 -1.4308 -1.0043 0.13 1.39 0.76 0.147
N -2.2185 -0.9418 1.4311 -1.33 1.74 -8.47 0.101
H 4.1104 -3.9391 0.1047 0.23 -4.14 0.62 0.090
H -5.8753 -0.1227 1.6149 -0.55 2.45 -1.18 0.183
C -1.1831 -0.0471 1.2580 6.80 4.68 -3.62 -0.084
H 1.2895 0.7830 0.5003 0.61 -1.84 -0.10 0.141
C 2.7716 2.6313 1.0052 2.20 1.10 7.76 -0.296
H -2.3860 -0.4886 -1.1460 6.05 2.53 -2.03 0.040
N 1.3310 -0.3029 0.3409 -4.96 -1.65 1.57 0.128
H 2.5432 2.2913 -2.3777 0.37 0.41 -1.21 0.116
C 0.1677 -0.9718 0.6258 -3.20 0.77 1.67 -0.294
H -7.2835 0.6943 -0.4327 0.61 0.24 0.44 0.138
C 4.8263 -2.2108 -0.2445 7.12 8.86 -6.16 -0.026
C -4.1434 0.7088 0.8953 1.52 3.01 -2.43 -0.130
H -3.2025 -2.1655 -1.0422 0.70 3.31 0.43 0.214
H -1.7660 -1.7316 0.9800 0.49 -2.50 0.46 0.095
H -4.2020 -1.3274 0.8998 -1.13 -1.85 0.35 0.124
C -4.3097 -0.4553 -1.8623 3.51 4.52 -1.31 -0.216
C 3.8122 -2.9926 0.0225 4.55 -1.55 -0.86 -0.217
H 4.2537 3.1432 -0.5879 -0.56 -3.25 1.94 0.211
C 2.6382 -2.5460 0.0356 -9.47 5.25 3.02 0.005
C 4.6740 -0.7169 -0.7488 -4.35 -5.84 3.95 0.092
H 1.4317 0.9224 -1.7240 1.53 1.66 -0.77 0.155
C 2.0962 1.8692 -1.5238 0.44 -7.95 0.03 -0.059
C -3.5325 -0.6738 0.4467 -0.45 2.71 5.73 -0.225
H -5.7886 1.5395 -1.1187 -1.27 -0.24 2.56 0.177
H 1.6751 3.5207 -1.0044 3.79 11.02 -1.55 0.024
C -5.6836 -0.3071 -1.3502 -1.53 -7.28 0.69 -0.265
H 1.8131 -3.1846 0.5123 0.98 1.24 -1.28 0.140
H 4.6778 1.7378 0.6866 2.49 -1.19 1.55 0.082
C -6.1822 0.7102 -0.2907 -2.90 1.49 -11.59 -0.279
C -5.6921 0.9035 0.9372 3.75 -3.75 7.78 -0.252
C -3.1968 -0.9135 -0.8809 -5.79 -6.71 -2.02 -0.194
H -4.0307 -1.0697 -2.7715 -1.49 0.87 0.74 0.137
C 3.3784 -0.1527 -0.5449 3.68 -5.84 -0.18 -0.296
N 3.3051 1.1331 -0.7655 -3.09 5.84 -1.58 -0.088
O -0.2653 -2.1437 0.6035 2.43 1.04 -1.03 0.018
H 0.2125 2.6020 -1.0309 -1.44 0.42 -0.07 0.122
O 1.4837 2.4544 0.7051 -3.96 -0.86 -3.88 -0.177
H 2.8051 3.6887 1.4606 1.10 -0.85 -1.68 0.145
C 3.8743 2.0267 0.1488 -1.95 6.54 -3.92 -0.143
H -0.7172 0.3977 2.1636 -1.02 -0.06 -0.50 0.137
```
Forces are in eV/Å.



(3)
Computed, not measured: a single C19H30N4O4S molecule, with the ωB97M-V functional and the def2-TZVPD basis.

The value obtained for the molar mass is 410.5 g mol⁻¹. Its net charge is 0. The calculation puts the HOMO-LUMO gap at 8.615 eV. Its SMILES is Cc1cc(C(=O)N2CCCN(CCNC(=O)[C@@H]3CCS(=O)(=O)C3)CC2)[nH]c1C. For the highest occupied orbital energy, the calculation gives -8.15 eV. Its LUMO energy is 0.462 eV. The calculation puts the max |F| at 0.2 eV/Å. For the total energy, the calculation gives -45176.55605 eV. As for the energy above the lowest of the compared OMol25 structures with the same formula, charge and spin: 0.6602 eV.

```
58
Properties=species:S:1:pos:R:3:forces:R:3:lowdin_charge:R:1
C -0.0498 0.5442 2.9424 -0.01 0.01 0.00 -0.230
C 0.8939 -0.3696 3.3725 0.00 -0.01 -0.01 -0.261
C 3.8033 0.4352 -2.2506 -0.01 -0.02 0.00 -0.147
C 0.8057 -1.4315 4.4142 0.00 0.00 0.00 -0.009
H 1.7979 2.8585 -1.6942 0.00 -0.01 -0.01 0.118
C 2.4205 0.2126 -2.8865 0.04 0.00 -0.01 -0.176
O -5.0697 0.5373 1.0734 0.01 0.00 0.00 -0.311
C 1.5662 2.1820 -0.8715 -0.01 -0.04 -0.04 -0.121
H -4.3171 -1.9485 0.3946 -0.01 0.00 0.00 0.102
H 4.0907 -0.4541 -1.6865 0.00 0.00 -0.01 0.104
H 4.8666 1.6301 -0.8043 0.00 -0.01 -0.01 0.121
N 1.3307 -0.1048 -1.9709 -0.02 0.00 0.01 -0.158
H 4.5363 0.5362 -3.0561 0.00 0.01 0.00 0.115
C 1.8330 0.8142 1.7072 0.03 -0.02 0.01 -0.176
C -3.1633 -1.4893 -1.3910 0.03 -0.08 -0.07 -0.235
H 2.8948 -0.6693 2.7035 0.00 0.00 0.00 0.161
O -2.0916 -1.9431 0.7314 -0.03 -0.02 0.03 0.072
C -3.3808 0.9059 -0.9670 0.01 -0.01 0.00 -0.211
H -3.5802 1.9156 -1.3184 -0.01 0.00 0.00 0.112
H -0.6766 -1.4785 -2.0305 0.02 0.01 -0.03 0.128
H -1.8126 1.7081 3.3046 0.00 0.00 0.00 0.079
H -0.0093 -1.2171 5.1029 0.00 0.00 0.00 0.074
H 1.7281 -1.4982 4.9931 0.00 0.00 0.00 0.080
C 1.6270 -1.2550 -1.1206 0.02 0.00 0.01 -0.165
N 2.0121 -0.1891 2.6244 -0.01 0.01 0.00 0.130
H 0.0278 0.6907 -0.5734 -0.01 0.00 -0.01 0.088
H 0.6119 -2.4105 3.9704 0.00 0.00 0.00 0.084
H -5.2968 -1.9466 -1.1097 0.00 0.02 -0.02 0.111
C -1.9680 -1.7720 -0.4691 -0.02 0.16 0.03 -0.462
C 0.6598 1.0439 -1.3852 -0.02 0.02 0.01 -0.158
C 0.4526 -1.7190 -0.2759 0.01 0.01 0.01 -0.151
H 2.4704 -1.1060 -0.4366 0.00 0.00 0.01 0.105
H 0.0538 2.0895 1.3758 0.01 0.00 0.00 0.102
O -5.9543 0.5705 -1.2568 0.00 -0.01 0.00 -0.318
H -2.1365 0.0257 2.8883 -0.01 0.00 0.00 0.073
H -1.5406 0.4414 4.4928 0.00 0.00 0.00 0.072
S -4.9083 0.2339 -0.3217 -0.01 0.02 0.00 0.668
H -2.0189 0.0759 -2.4446 0.01 0.00 0.00 0.097
C -1.4573 0.6853 3.4331 0.00 -0.01 -0.01 -0.032
H -3.1870 -2.2639 -2.1594 0.00 -0.01 0.00 0.151
C -4.4630 -1.4912 -0.5812 0.01 -0.02 0.02 -0.166
C -3.0204 -0.0978 -2.0538 -0.02 0.03 0.07 -0.171
C 2.9775 1.0007 0.7902 -0.01 -0.01 0.00 -0.405
H 2.1238 1.0912 -3.4681 0.00 0.00 0.00 0.124
H -3.7246 -0.0089 -2.8819 -0.01 0.00 0.00 0.124
H 0.2845 -1.0575 0.5776 0.01 -0.02 -0.01 0.097
H -2.6533 0.9177 -0.1531 0.00 0.00 0.00 0.103
H 1.0384 2.7830 -0.1340 0.01 0.01 -0.01 0.106
N 2.8416 1.7307 -0.3514 0.01 0.01 0.01 -0.034
H 0.6860 -2.7032 0.1353 0.01 0.00 0.01 0.132
C 0.5465 1.2880 1.8984 -0.01 0.01 0.05 -0.007
H 1.9240 -2.0620 -1.8005 0.00 0.00 0.00 0.130
C 3.9190 1.6523 -1.3368 -0.01 0.03 0.02 -0.142
H 3.8798 2.5723 -1.9246 0.00 0.00 0.01 0.121
O 4.0317 0.4197 1.0481 0.01 0.00 0.00 0.040
H -0.0062 1.4829 -2.1388 0.00 0.01 0.00 0.117
H 2.5102 -0.6142 -3.5981 0.01 0.00 -0.01 0.117
N -0.7598 -1.7737 -1.0714 -0.02 -0.07 -0.03 0.085
```
Forces are in eV/Å.



(4)
Computed, not measured: 2 unconnected molecules or ions with the total composition C19H30N5O6 at a distorted geometry, with the ωB97M-V functional and the def2-TZVPD basis.

The value obtained for the molar mass is 424.5 g mol⁻¹. Its net charge is +1. The calculation puts the HOMO-LUMO gap at 7.185 eV. For the highest occupied orbital energy, the calculation gives -9.72 eV. Its LUMO energy is -2.534 eV. The calculation puts the max |F| at 2.1 eV/Å. For the total energy, the calculation gives -39921.24137 eV. As for the energy above the lowest of the compared OMol25 structures with the same formula, charge and spin: 1.5410 eV.

```
60
Properties=species:S:1:pos:R:3:forces:R:3:lowdin_charge:R:1
O -6.8353 -4.1847 -2.1594 0.26 -0.26 0.58 0.102
C 0.8875 -0.3846 1.3707 0.40 -0.78 -0.60 -0.487
H -4.4345 -3.1453 -2.5806 0.06 -0.08 0.06 0.122
H 3.8651 1.8982 0.0723 -0.08 0.05 -0.02 0.095
H -0.6028 -1.1671 2.3869 0.09 -0.01 -0.04 0.149
H -0.8212 4.1438 -0.0783 -0.15 0.00 -0.03 0.093
H -5.3903 -4.9370 0.6966 -0.32 0.03 -0.16 0.131
C 4.5897 2.9835 1.7864 -0.27 -0.38 -0.57 -0.144
H 2.1642 2.3034 2.2318 -0.06 0.02 -0.04 0.116
C 1.6003 0.8326 0.7444 -0.21 0.58 0.38 -0.169
N 4.6522 4.5817 -0.6461 -1.62 -0.30 0.42 0.241
C -6.8226 -4.4953 -0.8431 -0.70 -0.16 1.93 -0.496
H 7.7475 4.4098 -0.1323 0.15 0.19 -0.16 0.135
H 4.8766 2.7463 2.8130 0.22 0.29 -0.14 0.136
C -5.7011 -5.3563 -0.2646 0.51 0.02 -1.29 -0.079
C -1.5845 -2.3322 -0.9399 -0.60 -1.57 0.55 -0.227
C 5.7514 4.2264 -0.0418 -0.56 -0.40 0.37 -0.477
N 0.6673 1.8771 0.2579 -0.38 -0.96 0.24 0.122
H -0.6245 -0.5625 -3.0237 -0.03 -0.21 0.00 0.139
H 2.7720 0.6918 2.5751 -0.18 0.00 -0.03 0.128
H -4.7786 -5.6576 -2.2191 -0.03 0.06 0.17 0.119
H 2.1508 0.4223 -0.1045 -0.10 -0.04 0.07 0.158
C -3.4947 -4.3791 -1.0595 0.69 0.19 0.04 -0.221
H 6.6686 3.2247 1.4197 0.05 0.02 -0.04 0.158
N -0.2330 -0.2745 2.0950 -0.85 0.83 0.70 0.050
C -0.2297 3.7893 -0.9213 0.08 -0.13 -0.02 0.021
C 2.5983 1.4128 1.7731 0.49 -0.15 -0.19 -0.123
H -6.1261 -6.3454 -0.0751 -0.21 0.16 0.03 0.129
H -1.4450 0.5360 -1.8975 -0.16 -0.09 0.16 0.119
C -2.4090 -4.4655 -0.1669 -0.25 0.63 -0.52 -0.033
C -3.6156 -3.2413 -1.8749 0.23 0.47 -0.17 0.066
H -2.2937 -5.3393 0.4683 -0.01 0.10 -0.11 0.114
O 1.3764 -1.4909 1.2075 0.38 0.39 -0.19 0.062
H 3.8441 3.7808 1.8246 0.09 0.08 0.01 0.124
N 6.8703 4.6551 -0.5544 2.01 0.41 -0.37 0.209
H -1.4278 0.6689 3.5374 0.12 0.00 -0.17 0.097
C -2.6515 -2.2341 -1.8062 -0.61 -1.51 0.50 -0.213
H -0.3147 1.6633 0.3532 0.12 -0.04 -0.17 0.113
H 0.1315 4.6432 -1.4934 -0.03 -0.13 0.11 0.091
H -0.1855 1.7087 2.8304 -0.11 -0.05 -0.03 0.082
C -0.9067 0.9198 2.6108 0.23 -0.30 -0.18 -0.053
C -1.3115 -0.5138 -2.1730 0.03 0.00 -0.16 -0.113
H -1.6447 1.2776 1.8911 -0.14 0.18 0.12 0.079
H -0.5987 -3.5082 0.5651 -0.06 -0.01 -0.09 0.110
H 6.8542 5.2364 -1.3715 0.27 -0.01 -0.05 0.135
O 2.0891 3.4285 -0.5952 0.58 -0.26 0.15 0.012
C 3.9671 1.7370 1.1435 -0.01 0.16 0.23 -0.177
C -1.4511 -3.4419 -0.1047 0.17 0.43 -0.06 0.013
O -7.7053 -4.1602 -0.0758 0.36 0.18 -1.15 0.083
H -3.9575 -6.4490 -0.8891 -0.03 0.13 -0.02 0.115
C 0.9533 3.0000 -0.4114 -0.02 0.63 -0.12 -0.502
O -0.7686 -1.2534 -1.0656 0.09 0.94 -0.41 0.008
H 3.7637 4.1623 -0.3745 -0.23 0.11 -0.33 0.071
H 4.6349 0.8848 1.2779 0.06 0.01 -0.05 0.124
H -0.8431 3.1609 -1.5652 -0.17 0.05 0.03 0.079
O -2.5761 -1.0919 -2.5347 0.52 0.71 0.01 0.043
H 4.6698 5.1521 -1.4672 -0.03 0.09 -0.16 0.138
N 5.7685 3.4624 1.0392 -0.18 -0.33 0.88 0.102
H -7.6572 -3.6847 -2.2855 0.01 0.00 -0.06 0.132
C -4.4722 -5.5261 -1.1761 0.11 -0.01 0.14 -0.152
```
Forces are in eV/Å.